[1]
DFT (ωB97M-V with the def2-TZVPD basis set) results for 10 unconnected molecules or ions with the total composition C24H40Cl12O12 in a non-equilibrium geometry.

Positions of all 88 atoms, in Å:
O1 25.7172 29.1838 -33.9248
C1 24.6835 28.5922 -34.0562
O2 24.5024 27.3817 -34.6440
C2 23.1222 26.9613 -34.5803
C3 22.5166 27.9955 -33.6302
O3 23.4884 29.0484 -33.6645
H1 22.5596 26.9204 -35.5090
H2 23.3494 26.0269 -34.0717
H3 22.5056 27.5162 -32.6551
H4 21.5619 28.3249 -34.0238
O4 21.2705 24.3729 -34.7702
C4 20.2261 24.0338 -35.2364
O5 19.5506 24.5970 -36.2651
C5 18.5169 23.6996 -36.6844
C6 18.2934 22.8973 -35.3951
O6 19.5442 22.9395 -34.7880
H5 17.5997 24.2584 -36.8679
H6 18.8148 23.1722 -37.5895
H7 17.9931 21.8833 -35.6550
H8 17.5593 23.3945 -34.7584
O7 30.9869 30.9676 -32.1753
C7 30.0575 30.2170 -32.0328
O8 28.8265 30.2195 -32.6377
C8 28.1935 28.9915 -32.3823
C9 28.8637 28.4823 -31.1217
O9 30.1159 29.1398 -31.1894
H9 27.1380 29.1402 -32.1769
H10 28.3400 28.3146 -33.2244
H11 28.8857 27.3974 -31.2111
H12 28.1854 28.7321 -30.3050
O10 26.8641 33.4158 -39.3818
C10 26.8948 33.0115 -38.2421
O11 27.4246 33.6595 -37.2182
C11 27.1771 32.8961 -36.0312
C12 26.1657 31.9007 -36.5111
O12 26.3810 31.8330 -37.8945
H13 28.1217 32.4333 -35.7364
H14 26.8833 33.4862 -35.1646
H15 25.1319 32.1937 -36.3212
H16 26.4108 30.9641 -36.0087
Cl1 20.2206 25.3209 -40.8362
C13 20.8015 25.8322 -39.3079
C14 21.8781 26.8891 -39.3195
Cl2 21.5151 28.3059 -40.3420
H17 21.0692 24.9591 -38.7114
H18 19.9903 26.2379 -38.6962
H19 22.7737 26.4442 -39.7572
H20 22.1897 27.2325 -38.3353
Cl3 26.7242 26.6737 -39.1802
C15 25.6385 28.1019 -39.3178
C16 25.2246 28.4667 -37.9216
Cl4 23.9022 29.7429 -37.8755
H21 24.8025 27.7099 -39.8935
H22 26.2667 28.7374 -39.9352
H23 26.0303 28.8199 -37.2810
H24 24.8713 27.5564 -37.4390
Cl5 23.7876 24.9375 -37.3315
C17 23.2730 23.2327 -37.6589
C18 24.4174 22.2386 -37.5726
Cl6 24.9353 22.0291 -35.8628
H25 22.9260 23.3575 -38.6857
H26 22.3750 22.9946 -37.0934
H27 25.2782 22.5110 -38.1773
H28 24.0771 21.2438 -37.8554
Cl7 20.1495 29.8377 -31.9682
C19 21.1429 31.2953 -31.9542
C20 20.6895 32.2069 -33.1114
Cl8 21.3514 33.8723 -32.9298
H29 22.1385 30.9966 -32.2838
H30 21.1923 31.6812 -30.9406
H31 19.6139 32.3586 -33.1119
H32 21.0311 31.7604 -34.0409
Cl9 18.5041 30.3381 -34.8976
C21 19.1012 30.6190 -36.5338
C22 20.4284 29.8696 -36.7038
Cl10 20.2384 28.1170 -36.2525
H33 19.2348 31.6714 -36.7836
H34 18.4324 30.2479 -37.3104
H35 21.2580 30.3360 -36.1731
H36 20.7503 29.9494 -37.7433
Cl11 16.5584 27.0950 -34.1120
C23 18.2977 26.7854 -33.8290
C24 18.5508 26.4324 -32.3804
Cl12 20.2910 26.3055 -31.9896
H37 18.7193 27.7641 -34.0515
H38 18.6734 26.1463 -34.6231
H39 18.0344 25.5005 -32.1484
H40 18.1624 27.1510 -31.6619

Properties
Relative energy (zero: lowest compared OMol25 entry of this formula, charge and spin) = 1.387 eV
SMILES string = O=C1OCCO1.O=C1OCCO1.O=C1OCCO1.O=C1OCCO1.ClCCCl.ClCCCl.ClCCCl.ClCCCl.ClCCCl.ClCCCl
Kohn-Sham gap = 10.539 eV
M = 946.0 g/mol
E_HOMO = -0.388 hartree

[2]
DFT (ωB97M-V with the def2-TZVPD basis set) results for 2 unconnected molecules or ions with the total composition C4H11NO.

Positions of all 17 atoms, in Å:
C1 0.7536 1.1234 0.8662
C2 0.0370 0.8059 -0.2105
C3 0.0104 1.6578 -1.4391
N1 -0.6999 -0.3682 -0.3246
C4 -1.3718 -0.9184 0.8463
H1 1.3251 2.0366 0.8674
H2 0.7642 0.5024 1.7518
H3 -1.0148 1.8710 -1.7518
H4 0.5232 1.1786 -2.2763
H5 0.4850 2.6125 -1.2651
H6 -1.3163 -0.3904 -1.1222
H7 -1.8102 -0.1156 1.4509
H8 -0.7091 -1.5096 1.4849
H9 -2.1567 -1.5860 0.5234
O1 1.5398 -2.5082 0.4682
H10 1.2579 -1.6678 0.0682
H11 2.3827 -2.7238 0.0624

Properties
Relative energy (zero: lowest compared OMol25 entry of this formula, charge and spin) = 1.074 eV
SMILES string = C=C(C)NC.O
Kohn-Sham gap = 9.195 eV
M = 89.1 g/mol
E_HOMO = -0.304 hartree

[3]
DFT (ωB97M-V with the def2-TZVPD basis set) results for C3H11Cl2NSi2 in the gas phase in a non-equilibrium geometry.

Positions of all 19 atoms, in Å:
C1 -1.2652 -0.4686 1.3104
C2 -1.6819 1.0509 -0.5908
C3 -0.9664 0.8922 0.6908
N1 0.5375 1.1872 0.6200
Si1 1.5168 -1.4481 -1.6208
Si2 1.8715 0.3882 -0.1352
Cl1 2.7394 -2.5517 0.3624
Cl2 3.3171 1.5914 0.6023
H1 -0.4106 -1.2291 1.0858
H2 -1.5038 -0.4063 2.4186
H3 -2.2046 -0.9443 0.8778
H4 -1.4034 0.1138 -1.1205
H5 -1.5085 2.0599 -1.0433
H6 -2.7207 0.9614 -0.2129
H7 -1.2208 1.6017 1.5153
H8 0.5388 1.8904 1.3190
H9 2.9636 -1.6929 -2.2778
H10 0.7166 -0.5898 -2.6597
H11 0.6847 -2.4062 -1.1414

Properties
Relative energy (zero: lowest compared OMol25 entry of this formula, charge and spin) = 5.371 eV
Kohn-Sham gap = 8.486 eV
M = 188.2 g/mol
E_HOMO = -0.333 hartree

- What is the formula in the third record?
  C3H11Cl2NSi2

- The lowest M belongs to which entry?
  C4H11NO

- Among the records above, which one has the highest E_HOMO?
  C4H11NO

- Number 1 is which compound?
  C24H40Cl12O12